Density functional theory data (wB97M-V/def2-TZVPD) for the molecule C6H10O.

* LUMO energy: 0.0418 Eh
* SMILES: C1C[C@H](C2CC2)O1
* 2S+1: 1
* gap between HOMO and LUMO: 0.380 Eh
* HOMO level: -9.19 eV

Last column: Mulliken charge in e.
Element x y z (Å)
C  2.09545  0.59990  0.06984  -0.43
C  1.10412  -0.17588  -1.04673  -0.64
C  0.49468  -0.71561  0.29670  0.14
C  -1.00775  -0.74356  0.30230  -0.23
C  -1.75650  0.05372  1.31710  -0.59
C  -1.82953  0.43700  -0.13052  -0.60
O  1.18519  0.24130  1.10514  -0.46
H  3.10367  0.18571  0.15744  0.25
H  2.20943  1.70976  0.11966  0.29
H  1.53439  -0.89214  -1.77370  0.27
H  1.27388  0.86096  -1.60549  0.21
H  0.89487  -1.74116  0.48780  0.39
H  -1.41709  -1.71380  0.03167  0.40
H  -1.15005  0.70094  1.94028  0.22
H  -2.64565  -0.36830  1.77139  0.28
H  -2.77846  0.25058  -0.62882  0.29
H  -1.29925  1.33792  -0.42375  0.23


Density functional theory data (wB97M-V/def2-TZVPD) for a structure of composition C49H94F24N10O22S8.

* LUMO energy: -0.2143 Eh
* total charge: +2
* 2S+1: 1
* gap between HOMO and LUMO: 0.264 Eh
* HOMO level: -13.02 eV

Last column: Mulliken charge in e.
Element x y z (Å)
C  -0.70561  -2.38993  -8.42551  -1.87
C  0.35472  -3.37603  -8.22711  1.67
C  0.74469  -4.01533  -9.54943  -1.20
C  2.08922  -4.95829  -9.36337  -0.70
C  3.22073  -4.11875  -8.82893  -1.10
C  2.99877  -3.47869  -7.37137  1.33
N  1.66778  -2.71151  -7.55636  0.84
O  1.70710  -1.50633  -7.45246  -0.38
C  4.04162  -2.40236  -7.09724  -1.76
C  2.84659  -4.54306  -6.28533  -1.39
C  -0.04635  -4.55611  -7.27588  -1.52
H  -1.59054  -2.72272  -9.03505  0.41
H  -0.33538  -1.57081  -9.03895  0.49
H  -1.04344  -2.05866  -7.45030  0.43
H  0.78659  -3.30301  -10.39390  0.39
H  -0.05794  -4.78072  -9.70152  0.35
H  2.45217  -5.31756  -10.33060  0.44
H  1.82715  -5.78461  -8.75477  0.35
H  3.38897  -3.25330  -9.50863  0.38
H  4.14032  -4.64219  -8.78719  0.46
H  3.92735  -1.63421  -7.88752  0.43
H  4.93177  -3.01412  -7.06928  0.46
H  3.95534  -1.86548  -6.16766  0.43
H  2.52941  -5.50754  -6.68095  0.38
H  2.14804  -4.25646  -5.47491  0.03
H  3.79975  -4.85851  -5.87954  0.57
H  -1.08469  -4.51594  -7.53361  0.72
H  0.09708  -4.22680  -6.23859  0.02
H  0.34337  -5.48611  -7.63372  0.30
C  1.24120  6.88629  -4.77603  -1.47
C  0.82838  6.90036  -3.27795  1.32
C  -0.14441  8.00440  -2.90804  -1.37
C  -1.56737  7.93542  -3.55030  -0.60
C  -1.78168  6.57241  -4.21694  -1.78
C  -1.29321  5.35075  -3.40259  1.98
N  0.07863  5.66691  -3.00556  1.31
O  0.65694  4.75525  -2.47251  -0.10
C  -1.31262  4.09126  -4.15653  -1.91
C  -2.03344  5.18103  -2.05531  -1.75
C  2.10367  6.85951  -2.45927  -1.87
H  2.27548  7.23619  -4.84973  0.50
H  0.67251  7.58044  -5.35565  0.43
H  1.22729  5.86716  -5.19864  0.15
H  0.37338  8.90603  -3.09026  0.64
H  -0.17528  7.85398  -1.83373  0.28
H  -1.64843  8.65080  -4.38783  0.40
H  -2.41498  8.08971  -2.85324  0.39
H  -1.38624  6.39144  -5.18808  0.55
H  -2.83194  6.45222  -4.39217  0.61
H  -2.26909  3.84740  -4.58170  0.52
H  -1.07933  3.16854  -3.56705  -0.06
H  -0.58652  4.08409  -4.95434  0.55
H  -1.98787  6.04776  -1.43313  0.48
H  -1.94592  4.27827  -1.51274  0.16
H  -3.08917  5.13636  -2.44434  0.43
H  2.76260  5.99925  -2.69829  0.33
H  1.91682  6.86042  -1.43560  0.41
H  2.68202  7.76716  -2.62891  0.52
C  -1.89648  1.74098  8.02019  -2.33
C  -1.72123  3.15568  8.48205  1.77
C  -2.97736  4.03891  8.47506  -0.75
C  -2.88736  5.31402  9.31588  -0.81
C  -2.46436  4.89396  10.74262  -1.16
C  -1.15775  4.21176  10.86124  1.27
N  -1.06938  3.10140  9.83698  0.87
O  -0.58537  2.08663  10.15237  -0.38
C  -0.97665  3.71267  12.26243  -1.75
C  -0.00373  5.19642  10.39869  -1.46
C  -0.55741  3.86411  7.64689  -1.45
H  -0.92666  1.24293  7.96802  0.53
H  -2.50106  1.71153  7.13501  0.38
H  -2.43867  1.28873  8.76173  0.64
H  -3.80420  3.42016  8.91975  0.45
H  -3.25946  4.19518  7.40022  0.26
H  -3.86863  5.79601  9.31898  0.41
H  -2.17742  6.02569  8.96572  0.37
H  -3.24907  4.39603  11.29433  0.48
H  -2.34539  5.86486  11.27427  0.43
H  -0.94004  4.63327  12.90216  0.41
H  0.01614  3.28594  12.33753  0.45
H  -1.69077  3.04508  12.69200  0.43
H  0.32301  5.68608  11.34381  0.45
H  -0.33134  5.92383  9.66984  0.31
H  0.81462  4.59665  9.97832  0.33
H  -0.65386  3.62820  6.54078  0.21
H  0.39112  3.36474  7.94593  0.49
H  -0.35717  4.95034  7.67843  0.24
C  -4.95964  -4.26825  0.53693  -0.76
N  -3.85448  -4.64372  1.55620  0.46
C  -2.75305  -3.63215  1.54643  -0.26
C  -4.51833  -4.78173  2.86592  -1.00
C  -3.15230  -5.94370  1.16687  0.44
C  -3.94433  -7.19103  1.20997  -1.10
O  -5.03431  -7.24905  0.32697  -0.49
H  -5.37640  -3.34047  0.85627  0.37
H  -5.68541  -5.08229  0.56938  0.44
H  -4.51297  -4.18366  -0.47064  0.13
H  -2.32057  -3.43405  0.58693  0.19
H  -1.92131  -3.93176  2.22962  -0.37
H  -3.11009  -2.71213  1.92263  0.33
H  -3.74721  -5.27805  3.49243  0.39
H  -5.31554  -5.48510  2.72643  0.42
H  -4.82202  -3.85405  3.31214  0.33
H  -2.27296  -6.00455  1.82679  0.20
H  -2.80940  -5.73125  0.12686  -0.08
H  -4.19775  -7.57114  2.20028  0.47
H  -3.20269  -7.92596  0.91673  0.48
H  -5.39602  -8.10135  0.41339  0.32
C  1.01455  -0.27091  0.03595  -0.39
N  -0.14367  0.69556  0.42835  1.58
C  -0.48216  0.61424  1.90734  -0.25
C  0.42511  2.10161  0.12123  0.13
C  -1.14587  0.27735  -0.59206  0.76
C  -2.56162  0.76229  -0.29134  -0.98
O  -3.21458  -0.06410  0.66431  -0.48
H  1.93009  -0.00077  0.54455  0.60
H  1.12866  -0.14912  -1.05038  -0.08
H  0.68294  -1.29054  0.31672  -0.19
H  -1.41772  0.00842  2.04327  0.31
H  -0.57588  1.65473  2.33915  -0.13
H  0.43760  0.18797  2.31750  0.09
H  1.00836  2.39629  0.96456  0.82
H  -0.43568  2.75557  0.12991  -0.59
H  0.93094  2.07653  -0.82068  -0.48
H  -1.11247  -0.82197  -0.71691  0.03
H  -0.74893  0.80355  -1.48639  -0.34
H  -2.99621  0.71034  -1.26028  0.59
H  -2.46948  1.80445  -0.01029  0.15
H  -3.74117  0.50617  1.26852  0.29
C  5.89804  -3.55633  -1.02312  -1.21
C  4.79749  -3.76164  0.00877  0.68
C  5.33869  -3.83865  1.45722  -0.81
O  5.65954  -5.22920  1.61432  -0.32
C  6.18722  -5.51489  2.87488  -0.62
N  3.76927  -2.67397  0.12016  0.50
H  2.77644  -2.97597  0.49524  0.06
H  4.06901  -2.03168  0.85583  0.52
H  3.63079  -2.24407  -0.78895  -0.13
H  6.10725  -2.46215  -1.06839  0.24
H  5.53947  -3.93004  -2.03957  0.22
H  6.77142  -4.09222  -0.55681  0.45
H  4.25565  -4.71963  -0.18814  0.20
H  4.49811  -3.60060  2.19522  0.17
H  6.25877  -3.28392  1.55982  0.57
H  7.14817  -4.95351  3.03061  0.29
H  6.30267  -6.66831  2.90693  0.23
H  5.48224  -5.18261  3.68932  0.20
C  -1.82411  -1.54293  4.83293  0.54
F  -3.07268  -2.02345  5.08326  -0.27
F  -1.85308  -1.02369  3.61232  -0.22
F  -1.55842  -0.59768  5.63792  -0.16
S  -0.57521  -2.99250  4.81145  0.92
O  0.08354  -2.86057  6.03918  -0.63
O  -1.32451  -4.14336  4.52734  -0.55
N  0.42739  -2.55102  3.64706  -0.40
S  1.04484  -3.59918  2.68405  1.28
O  0.23269  -4.49965  1.94695  -0.67
O  2.05401  -2.84865  1.94720  -0.80
C  2.01214  -4.76354  3.71318  0.35
F  2.94588  -5.29969  2.89141  -0.19
F  2.68297  -4.16614  4.69961  -0.25
F  1.32834  -5.75230  4.22549  -0.20
C  -0.90235  6.38599  2.21695  0.38
F  -0.14824  6.68837  1.12095  -0.21
F  -0.22639  6.83352  3.27144  -0.20
F  -2.02247  7.02618  2.11602  -0.21
S  -1.07580  4.56317  2.18460  1.09
O  -1.86123  4.19127  1.05413  -0.43
O  0.35379  4.22888  2.25516  -0.73
N  -1.71778  4.33432  3.56016  -0.67
S  -2.97621  3.47600  3.87885  1.19
O  -2.86856  2.21412  3.13906  -0.66
O  -3.34398  3.49912  5.27306  -0.62
C  -4.47688  4.28979  3.03549  0.43
F  -4.56410  5.61019  3.30837  -0.22
F  -4.55812  4.09860  1.73046  -0.15
F  -5.52660  3.67957  3.62474  -0.21
C  1.69098  1.39194  -5.50452  0.54
F  0.64597  2.13886  -5.93167  -0.16
F  1.27366  0.13551  -5.47375  -0.22
F  2.67699  1.45787  -6.45785  -0.26
S  2.23997  1.96157  -3.86324  0.75
O  2.17648  3.38593  -4.05406  -0.71
O  1.25300  1.37536  -2.95978  -0.44
N  3.61517  1.30910  -3.78613  -0.69
S  4.17541  0.56831  -2.48264  1.37
O  3.67187  1.00298  -1.20185  -0.74
O  4.07992  -0.83492  -2.64646  -0.55
C  5.92259  0.90946  -2.78010  0.44
F  6.15033  0.64992  -4.04405  -0.21
F  6.20069  2.16905  -2.60969  -0.20
F  6.69225  0.14528  -2.05332  -0.18
C  1.24488  -3.81919  -2.40625  0.23
F  2.55502  -3.57476  -2.43555  -0.07
F  1.07991  -5.05581  -2.86267  -0.23
F  1.03227  -3.76611  -1.04987  -0.03
S  0.21173  -2.75823  -3.45720  0.93
O  -0.25369  -1.55988  -2.78801  -0.37
O  1.03485  -2.65322  -4.64097  -0.42
N  -0.96502  -3.63715  -3.92845  -0.54
S  -2.23105  -4.17161  -3.10932  1.07
O  -1.87012  -4.32036  -1.72341  -0.65
O  -3.45105  -3.42811  -3.46013  -0.75
C  -2.61864  -5.94899  -3.64762  0.48
F  -3.71526  -6.35544  -2.98183  -0.21
F  -2.73455  -6.05706  -4.99557  -0.20
F  -1.67971  -6.74542  -3.28287  -0.21


Density functional theory data (wB97M-V/def2-TZVPD) for a structure of composition C6H13Br2N2O.

* LUMO energy: -0.1188 Eh
* total charge: +1
* 2S+1: 1
* gap between HOMO and LUMO: 0.382 Eh
* HOMO level: -13.63 eV

Last column: Mulliken charge in e.
Element x y z (Å)
C  2.78568  -0.91818  0.98527  -1.03
C  2.20859  -0.28086  -0.23189  0.51
O  2.66653  -0.29705  -1.33738  -0.50
N  0.92793  0.40754  -0.03133  0.26
C  1.05291  1.82579  0.35299  -1.12
N  0.13530  0.21982  -1.20929  -0.23
C  -1.12039  -0.60582  -0.96727  -0.70
Br  -0.59254  -2.43000  -1.25483  0.01
C  -1.76979  -0.28232  0.39276  0.29
C  -3.29845  -0.14276  0.24551  -1.22
Br  -1.38695  -1.60745  1.74968  -0.02
H  2.95237  -1.97670  0.76345  0.34
H  3.74362  -0.44689  1.22401  0.33
H  2.11320  -0.83188  1.83944  0.30
H  1.11446  1.88621  1.44253  0.32
H  1.93614  2.29855  -0.08668  0.38
H  0.14943  2.36600  0.05927  0.47
H  -0.10977  1.11113  -1.65355  0.44
H  0.71349  -0.27985  -1.90592  0.38
H  -1.82016  -0.37172  -1.76903  0.47
H  -1.36131  0.64704  0.78589  0.25
H  -3.66333  0.63577  0.91649  0.36
H  -3.80924  -1.08100  0.46298  0.36
H  -3.56772  0.15466  -0.77308  0.36


Density functional theory data (wB97M-V/def2-TZVPD) for the molecule C9H10N2O.

* LUMO energy: 0.0311 Eh
* SMILES: CC1=CN(N)c2ccccc2O1
* 2S+1: 1
* gap between HOMO and LUMO: 0.318 Eh
* HOMO level: -7.80 eV

Last column: Mulliken charge in e.
Element x y z (Å)
C  -3.05124  -1.13986  -0.29153  -1.16
C  -1.78339  -0.52779  0.09227  0.48
C  -1.62694  0.76809  0.26084  -0.34
N  -0.27339  1.30185  0.86704  0.03
N  -0.06152  2.58874  0.33465  -0.78
C  0.75433  0.45802  0.43821  0.38
C  2.01408  0.90815  0.03758  -0.36
C  2.97519  0.04010  -0.32591  -0.25
C  2.77043  -1.32886  -0.32225  -0.68
C  1.50076  -1.78230  0.00541  -0.36
C  0.48258  -0.88221  0.39911  0.36
O  -0.75187  -1.45103  0.40108  -0.38
H  -3.21951  -1.20793  -1.35919  0.26
H  -3.77248  -0.44480  0.14128  0.33
H  -3.19722  -2.09020  0.29633  0.30
H  -2.43351  1.49278  0.33246  0.22
H  -0.15505  2.47894  -0.66826  0.27
H  -0.91333  3.12463  0.63318  0.30
H  2.10639  2.06068  -0.13978  0.30
H  3.88659  0.53645  -0.70008  0.31
H  3.50301  -2.05001  -0.58483  0.42
H  1.24610  -2.85342  0.15239  0.33


Density functional theory data (wB97M-V/def2-TZVPD) for a structure of composition CH5N2O2Si.

* LUMO energy (spin up / spin down): 0.1504 / 0.1506 Eh
* total charge: -1
* 2S+1: 1
* gap between HOMO and LUMO (spin up / spin down): 0.282 / 0.284 Eh
* HOMO level (spin up / spin down): -3.58 / -3.64 eV

Last column: Mulliken charge in e.
Element x y z (Å)
C  1.36448  -1.33000  -0.04057  -0.15
N  1.84044  -0.18500  0.12009  -0.30
N  -2.64659  -0.76506  -0.08036  -0.21
O  -1.65166  -0.10739  0.29473  -0.01
O  0.94113  0.71405  0.68624  -0.13
Si  -0.50814  1.01844  -0.03489  -0.02
H  0.34770  -1.70719  0.28582  0.17
H  1.98210  -2.19773  -0.40356  0.24
H  -0.55996  2.28618  -0.77178  -0.18
H  0.03024  0.29154  -1.45727  -0.19
H  -1.13973  1.98215  1.40154  -0.22


Density functional theory data (wB97M-V/def2-TZVPD) for the molecule CH2O2S.

* LUMO energy: 0.0137 Eh
* SMILES: O=C(O)S
* 2S+1: 1
* gap between HOMO and LUMO: 0.394 Eh
* HOMO level: -10.36 eV

Last column: Mulliken charge in e.
Element x y z (Å)
O  -1.42824  0.65521  -0.49225  -0.43
C  -0.47741  -0.02913  -0.21562  0.65
O  -0.33203  -1.38723  -0.03436  -0.48
S  1.19446  0.64134  0.09346  -0.24
H  0.23372  -1.73608  0.68029  0.36
H  0.80950  1.85588  -0.03152  0.15


| no. | maximum force (eV/A) |
| --- | --- |
| 1 | 5.22 |
| 2 | 4.24 |
| 3 | 0.67 |
| 4 | 3.59 |
| 5 | 3.30 |
| 6 | 2.50 |